Here is a cluster of 2 separate species, C36H69FNO6S in total in a non-equilibrium geometry from OMol25. Energies are from the ωB97M-V functional and the def2-TZVPD basis.

Values from the calculation:
- Total energy: -2416.5486 Ha
- Lowest unoccupied orbital energy: -2.56 eV
- Gap between HOMO and LUMO: 8.60 eV
- Charge: +1

Geometry as XYZ:
```
114
Properties=species:S:1:pos:R:3:forces:R:3:lowdin_charge:R:1
C -1.231 4.900 0.905 -0.89 -0.05 -0.41 -0.14
C -1.199 6.433 1.480 -0.11 0.67 -0.04 -0.26
C -0.260 6.670 2.799 0.84 0.14 -0.30 -0.23
C -0.348 5.506 3.947 0.02 0.51 0.64 -0.23
C -1.854 4.954 4.277 0.32 -0.98 0.66 -0.20
C -1.721 3.288 4.340 -0.04 0.65 1.22 -0.22
C -3.061 2.556 4.947 0.91 -0.98 0.15 -0.20
C -2.604 1.185 5.785 -0.06 -0.68 0.24 -0.21
C -3.644 -0.082 5.549 -0.19 0.22 -0.27 -0.23
C -3.370 -0.811 4.102 -0.34 0.79 0.16 -0.22
C -1.986 -1.751 4.090 -1.39 -0.03 -1.29 -0.17
C -1.352 -1.658 2.552 -0.94 0.97 0.39 -0.19
C -0.134 -0.567 2.514 -0.03 0.59 -0.63 -0.13
C 1.285 -1.107 1.903 0.97 0.10 -0.26 -0.35
C 1.376 -0.987 0.242 -0.60 -0.24 -0.19 -0.14
C 0.072 -1.612 -0.533 -0.01 0.43 -0.56 -0.18
C 0.190 -1.173 -2.132 -0.28 -0.69 0.48 -0.21
C -1.082 -0.201 -2.511 1.53 0.25 0.07 -0.17
C -0.880 1.259 -1.721 -1.81 -2.13 -0.59 -0.16
O 0.401 1.800 -2.207 -0.03 2.37 3.14 -0.11
C 0.993 2.765 -1.268 0.63 0.97 5.12 -0.29
C 1.827 4.058 -1.915 0.52 -1.52 0.02 -0.01
O 0.972 2.696 0.067 -0.47 -0.57 -8.29 -0.05
C 1.667 -2.658 2.268 0.69 0.70 -1.89 -0.15
S 2.004 -2.905 4.103 0.09 -6.57 1.94 0.83
O 3.368 -3.625 4.237 -3.82 3.69 -0.65 -0.36
O 0.912 -3.856 4.659 2.96 4.52 -1.71 -0.35
O 1.966 -1.355 4.820 0.85 -2.03 -2.37 -0.23
C 2.931 -0.548 4.059 0.88 2.28 0.26 -0.26
C 3.057 0.900 4.887 -0.10 -1.10 0.63 -0.19
C 4.003 0.792 6.223 0.19 1.19 0.38 -0.06
F 1.647 1.266 5.289 3.10 -0.57 -1.05 -0.10
C 2.473 -0.158 2.535 -0.19 0.66 -0.47 -0.19
C 3.842 -0.086 1.625 0.98 0.98 0.32 -0.10
C 3.899 1.292 0.678 1.48 5.18 2.72 -0.11
O 4.179 2.519 1.200 -1.83 -7.99 -3.01 -0.09
H -0.785 4.824 -0.178 -0.75 0.28 2.12 0.06
H -0.677 4.105 1.560 -1.10 1.70 -1.17 0.05
H -2.380 4.605 0.802 2.51 0.35 0.28 0.09
H -2.300 6.792 1.748 2.32 -0.88 -0.62 0.10
H -0.825 7.161 0.611 -0.79 -1.54 1.97 0.11
H 0.872 6.723 2.441 -2.30 -0.14 0.74 0.11
H -0.485 7.744 3.263 0.29 -2.39 -0.97 0.12
H 0.358 4.576 3.716 -1.53 2.09 0.24 0.11
H 0.066 5.987 4.953 -0.72 -1.06 -2.17 0.12
H -2.695 5.320 3.552 1.75 -0.77 1.14 0.10
H -2.175 5.310 5.366 0.66 -0.77 -2.34 0.12
H -1.365 2.827 3.323 -0.84 0.91 1.83 0.10
H -0.844 3.096 5.124 -1.79 0.35 -1.69 0.12
H -3.603 3.293 5.696 0.92 -1.57 -1.74 0.12
H -3.760 2.169 4.082 1.15 1.15 1.73 0.10
H -2.556 1.393 6.949 -0.03 -0.28 -2.44 0.12
H -1.521 0.815 5.451 -2.24 0.98 0.65 0.10
H -4.749 0.367 5.579 2.31 -1.11 -0.08 0.12
H -3.555 -0.906 6.386 -0.12 1.79 -1.52 0.11
H -4.332 -1.438 3.786 2.20 1.14 0.71 0.12
H -3.308 0.071 3.300 0.12 -1.88 1.59 0.10
H -1.235 -1.397 4.917 -1.44 -0.92 -1.68 0.11
H -2.366 -2.853 4.223 1.06 2.14 0.20 0.11
H -1.113 -2.702 2.082 -0.17 1.98 1.10 0.10
H -2.235 -1.201 1.892 1.91 -1.14 1.28 0.10
H -0.479 0.335 1.816 0.91 -1.79 1.42 0.12
H 0.065 -0.066 3.575 -0.46 -1.33 -2.20 0.12
H 2.325 -1.558 -0.197 -1.99 1.14 1.12 0.13
H 1.483 0.135 -0.103 -0.31 -2.05 0.98 0.10
H 0.048 -2.781 -0.409 -0.04 2.31 -0.25 0.12
H -0.969 -1.159 -0.169 2.43 -1.11 -0.40 0.10
H 0.169 -2.137 -2.827 0.00 1.90 1.40 0.09
H 1.242 -0.670 -2.265 -2.19 -0.72 -0.03 0.11
H -2.061 -0.754 -2.182 1.78 1.30 -0.65 0.12
H -1.061 -0.021 -3.672 -0.29 -0.21 2.18 0.10
H -0.905 1.000 -0.580 0.35 0.98 -2.11 0.12
H -1.806 1.940 -2.035 2.28 -1.15 0.84 0.15
H 2.418 4.600 -1.038 -1.68 -1.28 -1.85 0.11
H 1.137 4.775 -2.529 1.29 -1.53 1.26 0.10
H 2.645 3.569 -2.618 -1.76 1.15 1.20 0.09
H 2.702 -2.882 1.718 -2.09 0.46 1.54 0.13
H 0.913 -3.463 1.822 1.47 1.77 1.67 0.13
H 3.989 -1.064 4.088 -2.16 0.90 -0.13 0.15
H 3.489 1.711 4.154 -1.19 -1.51 1.43 0.16
H 4.575 1.832 6.310 -1.20 -2.25 -0.14 0.09
H 3.394 0.684 7.240 1.15 -0.02 -2.50 0.11
H 4.838 -0.039 6.150 -1.95 1.58 0.00 0.10
H 2.032 0.950 2.569 0.89 -2.41 -0.07 0.16
H 4.071 -1.064 1.011 -0.65 2.05 1.08 0.12
H 4.764 0.038 2.374 -1.97 -0.10 -1.67 0.14
H 3.749 1.265 -0.487 0.17 -0.25 2.14 0.12
C -1.313 -6.014 -8.244 -0.26 -0.20 -0.05 -0.09
C -0.110 -5.177 -8.648 -0.07 -0.20 -0.02 -0.22
C 0.721 -4.600 -7.501 0.05 0.35 -0.37 -0.10
N 0.181 -3.332 -6.797 0.73 0.19 0.52 -0.23
C 1.339 -2.787 -5.947 -0.54 -0.17 -0.36 0.02
C -0.287 -2.236 -7.762 0.08 -0.19 0.17 -0.09
C -1.778 -2.446 -7.894 -0.28 0.00 -0.69 -0.15
C -2.222 -2.924 -6.528 -0.76 -0.04 0.42 -0.15
C -1.025 -3.610 -5.884 0.27 0.19 0.22 -0.08
H -2.010 -5.480 -7.600 -0.07 0.01 0.00 0.05
H -1.872 -6.317 -9.137 0.14 0.01 0.22 0.09
H -0.995 -6.924 -7.723 -0.09 0.16 -0.05 0.09
H -0.403 -4.407 -9.364 0.12 0.08 0.11 0.10
H 0.551 -5.846 -9.217 0.11 0.28 0.20 0.13
H 1.695 -4.313 -7.913 -0.18 0.11 0.24 0.13
H 0.895 -5.350 -6.720 -0.13 0.26 -0.05 0.14
H 2.158 -2.510 -6.617 -0.17 -0.10 0.16 0.11
H 1.651 -3.571 -5.250 -0.04 0.18 -0.17 0.11
H 0.988 -1.904 -5.395 0.06 -0.35 -0.19 0.10
H -0.087 -1.267 -7.288 0.11 -0.33 -0.04 0.14
H 0.274 -2.303 -8.696 0.02 -0.03 0.17 0.14
H -2.017 -3.193 -8.657 0.13 0.10 0.08 0.11
H -2.291 -1.525 -8.189 0.18 -0.13 0.04 0.13
H -3.082 -3.600 -6.596 0.20 0.17 0.03 0.12
H -2.538 -2.074 -5.914 0.09 -0.17 -0.06 0.12
H -1.136 -4.685 -5.752 0.11 0.09 -0.13 0.13
H -0.827 -3.162 -4.901 0.17 -0.23 -0.34 0.11
```
Positions in Å, forces in eV/Å.